a | {
  "formula": "C5H13N2",
  "method": "ωB97M-V/def2-TZVPD",
  "spin_multiplicity": 1,
  "gap_ev": 10.836,
  "charge": 1,
  "symbols": ["C", "C", "C", "C", "C", "N", "N", "H", "H", "H", "H", "H", "H", "H", "H", "H", "H", "H", "H", "H"],
  "coordinates": [[-1.0252, 1.0710, 0.6263], [0.3471, 1.0481, 1.2336], [-0.7634, -0.1083, -0.1708], [0.0858, 0.4764, -1.9621], [1.6472, -1.0093, 0.6011], [-1.6909, -1.0342, -0.4887], [0.3471, -0.4271, 0.7565], [-1.8006, 0.8389, 1.3969], [-1.2939, 1.9815, 0.1540], [1.2087, 1.4238, 0.7741], [0.5046, 1.0325, 2.2912], [0.3841, -0.4394, -2.5132], [0.9704, 1.0125, -1.8288], [-0.8608, 0.8475, -2.4610], [2.2092, -0.8615, -0.2940], [2.2598, -0.5715, 1.4047], [1.7096, -2.0507, 0.8460], [-2.6488, -0.8151, -0.3640], [-1.5256, -1.3443, -1.3764], [-0.0643, -1.0710, 1.3746]]
}

---

b | {
  "formula": "C5H13N2",
  "method": "ωB97M-V/def2-TZVPD",
  "spin_multiplicity": 1,
  "gap_ev": 9.891,
  "charge": 1,
  "smiles": "C/C=[N+](\\C)CCN",
  "symbols": ["C", "C", "N", "C", "C", "C", "N", "H", "H", "H", "H", "H", "H", "H", "H", "H", "H", "H", "H", "H"],
  "coordinates": [[-1.8584, -1.2198, 0.0167], [-0.7649, -0.5288, -0.6006], [-0.3521, 0.6580, -0.3399], [-1.0488, 1.5271, 0.5561], [1.0167, 1.0059, -0.6428], [1.9674, 0.0962, 0.2411], [1.4104, -1.2543, 0.3772], [-1.6019, -2.2910, 0.1856], [-2.7189, -1.3947, -0.6965], [-2.2548, -0.9756, 0.9865], [-0.3922, -0.8867, -1.5692], [-2.0820, 1.4732, 0.3312], [-0.6955, 1.2550, 1.6039], [-0.7408, 2.5880, 0.1722], [1.1503, 0.8192, -1.6553], [1.1607, 2.0850, -0.4467], [2.8537, 0.1369, -0.4434], [2.3654, 0.4012, 1.2542], [1.5835, -1.7912, -0.5188], [1.0023, -1.7036, 1.1885]]
}

---

We find b to be the most stable, with the next structure 35.4 kcal/mol higher.

---

a | {
  "formula": "C5H13N2",
  "method": "ωB97M-V/def2-TZVPD",
  "spin_multiplicity": 1,
  "gap_ev": 8.964,
  "charge": 1,
  "smiles": "CC1(C)[C@@H](N)[C@@H]1[NH3+]",
  "symbols": ["C", "C", "C", "C", "N", "C", "N", "H", "H", "H", "H", "H", "H", "H", "H", "H", "H", "H", "H", "H"],
  "coordinates": [[-0.1326, -1.6277, 0.9690], [0.1912, -0.4525, 0.0245], [1.2909, -0.7236, -0.8890], [-0.9150, 0.4135, -0.7000], [-2.3296, 0.3879, -0.6379], [-0.2039, 0.9175, 0.5353], [1.0246, 1.8797, 0.4992], [-0.3547, -2.6242, 0.5116], [-0.9862, -1.4356, 1.6232], [0.7182, -1.8076, 1.5993], [1.0567, -1.4651, -1.7586], [2.0313, -1.3082, -0.2966], [1.6756, 0.1226, -1.4097], [-0.6108, 0.6082, -1.6834], [-2.6162, 0.1809, 0.3606], [-2.8619, -0.1363, -1.3324], [-0.9441, 1.0786, 1.2872], [0.7655, 2.8732, 0.2967], [1.5653, 1.4957, -0.2841], [1.6355, 1.6230, 1.2849]]
}

---

b | {
  "formula": "C5H13N2",
  "method": "ωB97M-V/def2-TZVPD",
  "spin_multiplicity": 1,
  "gap_ev": 11.330,
  "charge": 1,
  "smiles": "CCCC/[NH+]=C\\N",
  "symbols": ["C", "C", "C", "C", "N", "C", "N", "H", "H", "H", "H", "H", "H", "H", "H", "H", "H", "H", "H", "H"],
  "coordinates": [[1.1179, -1.8545, 1.9373], [-0.0598, -1.7928, 0.9816], [0.3086, -0.9549, -0.2914], [0.1674, 0.5451, -0.0166], [-1.0784, 1.0394, -0.6042], [-1.2354, 2.0187, -1.4595], [-0.2705, 2.7527, -1.9365], [0.9471, -2.3870, 2.8660], [1.9519, -2.3626, 1.4519], [1.5241, -0.8715, 2.2069], [-0.3332, -2.8064, 0.6955], [-0.9408, -1.3154, 1.4293], [1.1690, -1.4646, -0.6992], [-0.5043, -1.2642, -0.9585], [1.0376, 1.0571, -0.4182], [0.0986, 0.7285, 1.0444], [-1.9240, 0.7619, -0.1256], [-2.2869, 2.1773, -1.6580], [0.7010, 2.4910, -1.8442], [-0.3898, 3.5024, -2.6011]]
}

---

We find b to be the most stable, with the next structure 47.1 kcal/mol higher.

---

a | {
  "formula": "C5H13N2",
  "method": "ωB97M-V/def2-TZVPD",
  "spin_multiplicity": 1,
  "gap_ev": 8.191,
  "charge": 1,
  "smiles": "C/C(=C\\N)CC[NH3+]",
  "symbols": ["C", "C", "C", "N", "C", "C", "N", "H", "H", "H", "H", "H", "H", "H", "H", "H", "H", "H", "H", "H"],
  "coordinates": [[-1.6434, -0.2639, 1.2585], [-0.4526, 0.3198, 0.6092], [-0.5304, 1.2757, -0.3713], [-1.4796, 1.2515, -1.3841], [0.9371, 0.0449, 1.0675], [1.7652, -0.8113, 0.0789], [1.0876, -0.9828, -1.3092], [-1.7152, 0.2152, 2.2502], [-1.5149, -1.3371, 1.4386], [-2.5909, -0.0874, 0.7163], [0.2240, 2.0500, -0.4832], [-1.6071, 2.1508, -1.8492], [-2.2730, 0.6414, -1.4149], [1.4650, 0.9008, 1.5117], [1.0194, -0.3578, 2.1158], [1.7973, -1.8156, 0.6036], [2.6979, -0.2791, -0.0887], [0.1926, -1.4657, -1.1745], [1.6450, -1.4552, -2.0257], [0.9762, 0.0058, -1.5494]]
}

---

b | {
  "formula": "C5H13N2",
  "method": "ωB97M-V/def2-TZVPD",
  "spin_multiplicity": 1,
  "gap_ev": 6.463,
  "charge": 1,
  "symbols": ["C", "C", "C", "C", "N", "C", "N", "H", "H", "H", "H", "H", "H", "H", "H", "H", "H", "H", "H", "H"],
  "coordinates": [[-2.7754, 0.1579, -0.0596], [-1.4663, 0.9873, -0.3489], [-0.4374, 0.7828, 0.7195], [-0.0672, -0.7213, 0.7416], [2.5251, 0.2023, 0.3947], [2.1600, -0.2305, -0.7959], [0.2778, -1.1584, -0.5958], [-3.1514, 0.1110, 1.0574], [-2.4627, -0.8663, -0.3913], [-3.5746, 0.5788, -0.7466], [-1.6115, 2.0389, -0.3640], [-1.0654, 0.6722, -1.3785], [-0.9005, 1.1952, 1.5954], [0.4766, 1.3914, 0.4894], [0.8165, -0.9417, 1.4543], [-0.9571, -1.5062, 1.1439], [2.6848, -1.1778, -1.0983], [3.1456, 0.9870, 0.2944], [1.7972, 0.4016, -1.6328], [0.7003, -2.0484, -0.5556]]
}

---

c | {
  "formula": "C5H13N2",
  "method": "ωB97M-V/def2-TZVPD",
  "spin_multiplicity": 1,
  "gap_ev": 9.428,
  "charge": 1,
  "smiles": "CCC/C([NH3+])=C/N",
  "symbols": ["C", "C", "C", "C", "N", "C", "N", "H", "H", "H", "H", "H", "H", "H", "H", "H", "H", "H", "H", "H"],
  "coordinates": [[0.0879, 2.7096, 1.1855], [0.4128, 1.3606, 0.6178], [-0.7287, 0.6892, -0.1561], [-0.3660, -0.7229, -0.4596], [-0.6014, -1.6758, 0.6035], [0.3066, -1.1669, -1.5447], [0.7267, -2.5462, -1.5841], [-0.3093, 3.3917, 0.4239], [0.9535, 3.2906, 1.5473], [-0.6694, 2.7165, 1.9730], [1.1388, 1.5629, -0.1643], [0.8312, 0.6883, 1.4060], [-0.9096, 1.2579, -1.0775], [-1.7524, 0.7012, 0.2830], [-0.9051, -2.6652, 0.2514], [0.2546, -2.0835, 0.9761], [-1.2291, -1.2718, 1.2902], [0.2899, -0.7291, -2.5496], [1.4026, -2.6083, -2.3389], [1.0663, -2.8989, -0.6830]]
}

---

d | {
  "formula": "C5H13N2",
  "method": "ωB97M-V/def2-TZVPD",
  "spin_multiplicity": 1,
  "gap_ev": 4.971,
  "charge": 1,
  "symbols": ["C", "C", "C", "C", "N", "C", "N", "H", "H", "H", "H", "H", "H", "H", "H", "H", "H", "H", "H", "H"],
  "coordinates": [[-3.0367, 0.6348, -0.7411], [-2.1490, 1.0277, 0.4576], [-1.1565, -0.0111, 0.6397], [0.1661, 0.1529, 0.1844], [1.1153, -0.7248, 0.2507], [0.8863, -2.1066, 0.4848], [3.5584, 1.0450, -0.8681], [-3.7574, -0.1345, -0.4657], [-2.4846, 0.2625, -1.6019], [-2.7622, 1.1518, 1.3457], [-1.6156, 1.9650, 0.2854], [-1.4589, -0.9584, 1.0795], [0.4830, 1.1346, -0.1356], [3.1386, 1.4690, -1.6847], [1.0790, -2.6090, -0.4712], [-0.1230, -2.3986, 0.7903], [1.6382, -2.4639, 1.1890], [4.4274, 0.6242, -1.1945], [-3.6032, 1.5080, -1.0313], [2.9459, 0.3294, -0.5016]]
}

---

We find c to be the most stable, with the next structure 7.5 kcal/mol higher.

---

a | {
  "formula": "C3H9NOS",
  "method": "ωB97M-V/def2-TZVPD",
  "spin_multiplicity": 1,
  "gap_ev": 8.633,
  "charge": 0,
  "smiles": "CCN(S)CO",
  "symbols": ["C", "C", "N", "S", "C", "O", "H", "H", "H", "H", "H", "H", "H", "H", "H"],
  "coordinates": [[-1.0986, -0.5491, -1.8361], [0.0680, -0.3079, -0.9350], [-0.3955, -0.2291, 0.4904], [-1.4649, 1.0838, 0.8435], [1.0996, -0.0946, 1.5357], [2.1098, 0.6263, 0.9390], [-1.5572, -1.4822, -1.4054], [-1.9924, 0.2027, -1.7729], [-0.6482, -0.5395, -2.8748], [0.7003, -1.1228, -1.2287], [0.5572, 0.6908, -1.1148], [-1.8782, 0.7003, 2.0142], [1.4959, -1.1451, 1.6612], [0.8093, 0.5223, 2.4897], [2.1950, 1.6443, 1.1939]]
}

---

b | {
  "formula": "C3H9NOS",
  "method": "ωB97M-V/def2-TZVPD",
  "spin_multiplicity": 1,
  "gap_ev": [8.469, 8.465],
  "charge": 0,
  "symbols": ["C", "C", "C", "N", "O", "S", "H", "H", "H", "H", "H", "H", "H", "H", "H"],
  "coordinates": [[-0.3774, 1.6861, -1.5543], [0.4758, 0.6739, -0.7336], [-0.4011, -0.4159, -0.0497], [0.9670, -1.9743, 1.0046], [-0.9553, 0.0380, 1.0504], [0.3987, -1.8336, 2.5752], [-1.3978, 1.7594, -1.1306], [0.1839, 2.6167, -1.6042], [-0.5378, 1.3930, -2.6295], [1.1672, 0.1823, -1.3405], [1.1188, 1.1571, 0.0063], [-0.8500, -1.1044, -0.6725], [1.6211, -1.2125, 0.8528], [-0.6629, -0.3394, 1.8761], [-0.7502, -2.6263, 2.3494]]
}

---

We find a to be the most stable, with the next structure 10.0 kcal/mol higher.